Entry 1:
Computed, not measured: a structure of composition C19H20N4SbSe4Ta, with ωB97M-V with the def2-TZVPD basis set.

Values from the calculation:
Gap between HOMO and LUMO: 6.0028 eV
Molar mass: 922.9 g mol⁻¹
Net charge: +2
ΔE to the lowest compared entry with this formula, charge and spin: 18.5 kcal/mol
DFT total energy: -295451.2437 eV

Element x y z (Å)
Ta -0.0386 0.1623 -0.9680
C -1.2258 -0.6220 2.0381
C -2.0035 -1.4601 1.0386
C -1.2683 -2.4561 0.1681
C -1.5564 -3.8034 0.2706
C -1.0536 -4.7017 -0.6619
C -0.2802 -4.2244 -1.7068
C 0.0002 -2.8770 -1.7573
N -0.4455 -2.0070 -0.8237
N -0.0658 0.1318 1.4427
C -0.0710 1.5734 1.8389
C -0.8673 2.4592 0.9229
C -1.5471 3.5642 1.3897
C -2.0641 4.4680 0.4689
C -1.8799 4.2372 -0.8873
C -1.2338 3.0891 -1.2901
N -0.7381 2.2074 -0.4013
C 1.1622 -0.4807 2.0060
C 2.3734 -0.0737 1.2400
C 3.6077 0.0265 1.8562
C 4.7243 0.3126 1.0832
C 4.5511 0.4944 -0.2794
C 3.2868 0.4041 -0.8139
N 2.1910 0.1295 -0.0777
H -0.8345 -1.2629 2.8282
H -1.9094 0.0796 2.5156
H -2.5701 -0.8052 0.3773
H -2.7617 -2.0047 1.6028
H -2.2106 -4.1450 1.0608
H -1.2896 -5.7547 -0.5857
H 0.1010 -4.8766 -2.4788
H 0.6066 -2.4657 -2.5517
H 0.9615 1.9290 1.7785
H -0.3924 1.6823 2.8758
H -1.6508 3.7252 2.4537
H -2.5964 5.3476 0.8057
H -2.2494 4.9259 -1.6333
H -1.1256 2.8422 -2.3384
H 1.0612 -1.5672 1.9545
H 1.2656 -0.2035 3.0579
H 3.6877 -0.1272 2.9236
H 5.7030 0.3936 1.5370
H 5.3831 0.7165 -0.9321
H 3.1368 0.5631 -1.8708
Se -1.8405 2.0575 -5.2203
Sb -2.1261 -0.0641 -4.3314
Se 0.8991 0.6202 -2.9624
Se -2.3061 -2.2276 -5.1248
Se -2.5002 0.0680 -1.8381

=====

Entry 2:
Computed, not measured: a structure of composition C19H20N5OSSbSe4Sn, with ωB97M-V with the def2-TZVPD basis set.

Values from the calculation:
Gap between HOMO and LUMO: 5.4364 eV
Molar mass: 922.8 g mol⁻¹
ΔE to the lowest compared entry with this formula, charge and spin: 14.0 kcal/mol
DFT total energy: -314117.4752 eV

Element x y z (Å)
Sn 0.5300 0.0793 -0.4116
C -1.4103 -1.4724 -4.2583
C -2.5460 -0.6715 -4.3313
C -2.8391 0.2045 -3.3049
C -1.9956 0.2664 -2.2010
N -0.9109 -0.5125 -2.1457
C -0.6087 -1.3535 -3.1453
C -2.1867 1.1772 -1.0382
C -3.3554 1.9126 -0.8676
C -3.4946 2.7625 0.2188
C -2.4669 2.8925 1.1418
C -1.2982 2.1569 0.9832
C -1.1543 1.3036 -0.1050
H -1.1456 -2.1565 -5.0516
H -3.1947 -0.7247 -5.1961
H -3.6998 0.8533 -3.3725
H 0.3063 -1.9230 -3.0345
H -4.1717 1.8255 -1.5734
H -4.4099 3.3256 0.3431
H -2.5771 3.5579 1.9883
H -0.4976 2.2576 1.7057
N -0.3997 -1.7959 4.8531
C -1.1530 -2.7289 4.2221
O -1.7564 -3.6000 4.8107
C -1.2155 -2.6616 2.7144
C -2.0727 -3.5347 2.0633
C -2.1485 -3.5093 0.6828
C -1.3609 -2.6123 -0.0134
N -0.5254 -1.7693 0.6100
C -0.4607 -1.7953 1.9499
H -0.3700 -1.8260 5.8580
H 0.0622 -1.0372 4.3857
H -2.6610 -4.2199 2.6603
H -2.8083 -4.1748 0.1449
H -1.3874 -2.5569 -1.0911
H 0.2373 -1.0961 2.3863
Se 4.9981 2.7610 -3.1759
Sb 2.8145 3.4144 -2.4446
Se 2.2891 0.6372 -1.9673
Se 1.0841 3.8637 -4.0154
Se 2.6092 4.3108 -0.1997
C 5.3794 1.5014 0.3470
N 4.0378 1.5595 0.9048
C 3.3607 0.5095 1.2473
N 3.9143 -0.7052 1.1517
S 1.7275 0.6574 1.8834
H 5.6789 2.5144 0.0984
H 5.3904 0.9138 -0.5718
H 6.0750 1.0808 1.0794
H 3.5514 2.4729 0.8372
H 4.8209 -0.8359 0.7376
H 3.4154 -1.4989 1.5074

=====

Entry 3:
Computed, not measured: the molecule C19H20N6O4, with ωB97M-V with the def2-TZVPD basis set.

Values from the calculation:
Gap between HOMO and LUMO: 7.3424 eV
Structure (SMILES): CN(C)CCOc1cc(NC(=O)N2CCOc3ccc(C=O)nc32)ncc1C#N
Molar mass: 396.4 g mol⁻¹
ΔE to the lowest compared entry with this formula, charge and spin: 53.5 kcal/mol
DFT total energy: -37156.9724 eV

Element x y z (Å)
N -3.6994 3.0107 -3.1750
O -4.1059 -4.6772 3.2116
O 1.8128 -0.5755 0.9468
C -2.9973 2.3345 -2.5698
N -2.2362 -0.0296 0.1430
N -1.0135 -2.9973 2.5718
O 2.1648 -4.8677 3.0699
O -0.1239 2.1093 -2.7124
C -3.3651 -3.7056 3.0264
C 0.9006 -1.2782 1.3471
C -2.8908 0.7306 -0.7506
C -1.8973 -3.9406 2.9836
C -0.8873 -0.0816 0.0961
C 0.3126 -3.3241 2.5334
C -1.4095 -5.1856 3.4684
C -0.0597 -5.5192 3.4717
C -0.1812 0.6122 -0.8585
C -2.2317 1.4806 -1.7111
C 0.8266 -4.5440 3.0028
C -0.8401 1.3963 -1.7883
N -0.3896 -0.9209 1.0638
N 1.2386 -2.3307 2.1835
N 0.8978 4.8467 -3.5015
C 0.9607 5.7814 -2.3601
C -0.3998 4.7895 -4.2179
C 3.0842 -3.8834 2.5206
C 1.1027 2.6720 -2.2959
C 2.5738 -2.4540 2.8082
C 1.6394 3.5753 -3.3729
H -3.7647 -2.7166 2.9156
H -3.9614 0.7798 -0.6278
H -2.0953 -5.9260 3.9001
H 0.2907 -6.4590 3.8585
H 0.8794 0.5174 -0.8653
H -1.0777 -1.5355 1.5053
H 1.9543 5.6874 -1.9544
H 0.8060 6.7874 -2.7636
H 0.2173 5.5938 -1.6143
H -1.1309 4.1109 -3.7249
H -0.2042 4.5256 -5.2660
H -0.8638 5.7857 -4.2236
H 3.1819 -4.0564 1.4465
H 4.0616 -4.0386 3.0117
H 1.8566 1.8579 -2.2161
H 1.0690 3.2208 -1.3324
H 2.4875 -2.3100 3.8792
H 3.2871 -1.7443 2.4400
H 2.6652 3.8128 -3.1513
H 1.5551 3.0832 -4.3518

=====

Entry 4:
Computed, not measured: the molecule C19H20O5, with ωB97M-V with the def2-TZVPD basis set.

Values from the calculation:
Gap between HOMO and LUMO: 8.1039 eV
Structure (SMILES): CCOc1cc(/C=C/C(=O)O)ccc1OCCOc1ccccc1
Molar mass: 328.4 g mol⁻¹
ΔE to the lowest compared entry with this formula, charge and spin: 17.1 kcal/mol
DFT total energy: -30264.1942 eV

Element x y z (Å)
C -2.8831 -4.1739 0.8082
C -1.7294 -3.5499 1.5887
O -0.7553 -2.9645 0.7503
C -1.0101 -1.7716 0.1476
C -2.1102 -0.9694 0.3706
C -2.2697 0.2602 -0.2866
C -1.2816 0.6625 -1.1810
C -0.1725 -0.1285 -1.4155
C -0.0155 -1.3434 -0.7670
O 1.0098 -2.2207 -0.9368
C 2.1301 -1.8834 -1.7170
C 3.1510 -1.0320 -0.9532
O 2.7105 0.3059 -0.9450
C 3.3864 1.2217 -0.1914
C 2.8053 2.4878 -0.1187
C 3.4139 3.4908 0.6061
C 4.6071 3.2490 1.2698
C 5.1820 1.9945 1.1992
C 4.5814 0.9778 0.4734
H 5.0545 0.0090 0.4319
H 6.1116 1.7954 1.7120
H 5.0829 4.0339 1.8375
H 2.9543 4.4666 0.6563
H 1.8743 2.6553 -0.6369
H 3.2367 -1.4188 0.0707
H 4.1270 -1.1116 -1.4529
H 2.5933 -2.8432 -1.9622
H 1.8454 -1.3773 -2.6453
H 0.5815 0.2242 -2.0989
H -1.3725 1.6006 -1.7035
C -3.4504 1.0418 -0.0028
C -3.7752 2.2352 -0.5251
C -4.9991 2.9512 -0.1798
O -5.3146 4.0269 -0.6338
O -5.7854 2.3104 0.7119
H -6.5707 2.8516 0.8842
H -3.1535 2.7513 -1.2398
H -4.1402 0.6039 0.7079
H -2.8749 -1.2725 1.0686
H -2.1007 -2.8229 2.3222
H -1.1840 -4.3300 2.1272
H -3.5707 -4.6591 1.4956
H -2.4964 -4.9143 0.1128
H -3.4232 -3.4203 0.2405

=====

Entry 5:
Computed, not measured: the molecule C19H20O5, with ωB97M-V with the def2-TZVPD basis set.

Values from the calculation:
Gap between HOMO and LUMO: 8.7158 eV
Structure (SMILES): O=C(c1ccccc1)c1ccc2c(c1)OCCOCCOCCO2
Molar mass: 328.4 g mol⁻¹
ΔE to the lowest compared entry with this formula, charge and spin: 34.4 kcal/mol
DFT total energy: -30263.4473 eV

Element x y z (Å)
O 3.1238 2.2159 -0.5886
C 3.1833 1.0257 -0.3426
C 1.9676 0.1825 -0.2898
C 1.9763 -1.1794 -0.5777
C 0.7923 -1.8853 -0.5688
C -0.4246 -1.2798 -0.2560
C -0.4274 0.0890 0.0870
C 0.7585 0.7998 0.0264
H 0.7784 1.8544 0.2542
O -1.6035 0.6383 0.5127
C -1.8101 2.0272 0.3712
C -3.3055 2.2520 0.5982
O -4.0040 1.4623 -0.3330
C -5.2809 1.0050 0.0581
C -5.5303 -0.3742 -0.5675
H -6.6051 -0.5381 -0.6735
O -5.0939 -1.4625 0.2158
C -3.7233 -1.5072 0.5549
H -3.6180 -2.4163 1.1529
H -3.4305 -0.6475 1.1661
C -2.7888 -1.6103 -0.6603
H -2.7157 -0.6495 -1.1737
H -3.1984 -2.3586 -1.3497
O -1.5073 -2.0993 -0.2936
H -5.0671 -0.3857 -1.5619
H -5.3548 0.9239 1.1501
H -6.0500 1.7098 -0.2892
H -3.5577 1.9499 1.6241
H -3.5464 3.3182 0.4764
H -1.5296 2.3523 -0.6374
H -1.2360 2.5979 1.1125
H 0.7721 -2.9339 -0.8211
H 2.8949 -1.6744 -0.8522
C 4.4826 0.3555 -0.0760
C 5.6140 0.7868 -0.7646
C 6.8429 0.2029 -0.5230
C 6.9577 -0.8006 0.4257
C 5.8416 -1.2152 1.1346
C 4.6065 -0.6451 0.8852
H 3.7408 -0.9568 1.4511
H 5.9348 -1.9861 1.8855
H 7.9186 -1.2543 0.6191
H 7.7141 0.5332 -1.0692
H 5.5079 1.5774 -1.4925

=====

Entry 6:
Computed, not measured: the molecule C19H20O8, with ωB97M-V with the def2-TZVPD basis set.

Values from the calculation:
Gap between HOMO and LUMO: 7.5703 eV
Structure (SMILES): COC/C=C/C1=CC2=CC(=O)[C@@](C)(OC(=O)CCC(=O)OC)C(=O)C2=CO1
Molar mass: 376.4 g mol⁻¹
ΔE to the lowest compared entry with this formula, charge and spin: 0.2 kcal/mol
DFT total energy: -36405.9519 eV

Element x y z (Å)
C -5.2957 -0.3789 -0.7500
H -5.7399 0.2463 -1.5341
O -5.5083 0.1815 0.5225
C -4.9271 1.4603 0.6783
C -3.4341 1.3896 0.7975
C -2.5920 1.9847 -0.0463
C -1.1438 1.9185 -0.0078
C -0.3889 1.3001 0.9300
C 1.0409 1.2315 0.8208
C 1.8457 0.6236 1.7292
C 3.2778 0.5533 1.5395
O 4.1032 0.4339 2.4139
C 3.7080 0.7353 0.0527
C 3.0469 2.0037 -0.4920
O 3.6444 2.9154 -1.0051
C 1.5840 1.9503 -0.3225
C 0.7503 2.5841 -1.1707
O -0.5800 2.5696 -1.0725
H 1.1036 3.1408 -2.0273
C 5.2195 0.7356 -0.0976
H 5.6284 1.5850 0.4420
H 5.4864 0.8145 -1.1483
H 5.6278 -0.1796 0.3240
O 3.1259 -0.2845 -0.7984
C 2.8404 -1.4846 -0.3154
O 2.9818 -1.8290 0.8266
C 2.2867 -2.3757 -1.4139
H 3.0824 -3.0452 -1.7444
H 1.9735 -1.7481 -2.2473
C 1.1180 -3.1846 -0.8605
C -0.0123 -2.2698 -0.4403
O -0.1086 -1.1060 -0.7359
O -0.9018 -2.9339 0.2973
C -2.0290 -2.2216 0.7928
H -2.9180 -2.8133 0.5795
H -2.0930 -1.2449 0.3099
H -1.9182 -2.0989 1.8709
H 1.4326 -3.7566 0.0137
H 0.7372 -3.8826 -1.6082
H 1.4485 0.2055 2.6401
H -0.8614 0.8118 1.7652
H -2.9787 2.5804 -0.8634
H -3.0787 0.7711 1.6086
H -5.2178 2.1173 -0.1541
H -5.3517 1.8519 1.6085
H -5.7856 -1.3502 -0.7424
H -4.2289 -0.5074 -0.9650

=====

Entry 7:
Computed, not measured: a structure of composition C19H21BeIN2, with ωB97M-V with the def2-TZVPD basis set.

Values from the calculation:
Gap between HOMO and LUMO (alpha / beta): 5.6693 / 5.3479 eV
Molar mass: 413.3 g mol⁻¹
ΔE to the lowest compared entry with this formula, charge and spin: 0.0 kcal/mol
DFT total energy: -31523.0693 eV

Element x y z (Å)
C -1.1519 -0.4210 1.8285
C 1.2264 1.1967 1.7786
H -2.0334 -0.0459 2.3734
H -0.3239 -0.6869 2.5092
H -1.3530 -1.2772 1.1414
H 2.0681 1.7182 1.3328
H 1.1453 1.4266 2.8428
H 1.2825 0.1028 1.6399
C -2.5547 -1.1758 -1.3420
C -3.5803 -1.2744 -2.2934
C -3.3473 -0.8332 -3.6015
C -2.1057 -0.2723 -3.9145
H -2.7225 -1.4897 -0.3155
H -4.5470 -1.7102 -2.0207
H -4.1044 -0.9194 -4.3850
H -1.8460 0.0931 -4.9185
N -1.3318 -0.6727 -1.6533
C -1.1239 -0.1688 -2.9267
C 0.1731 0.4838 -3.1217
N 0.9677 0.5552 -1.9912
C 2.1425 1.2360 -1.9539
C 1.8458 1.7011 -4.2931
C 2.6041 1.8400 -3.1187
H 2.6660 1.2781 -0.9878
H 3.5542 2.3718 -3.0826
C 0.6304 1.0215 -4.3051
H 0.0211 0.8552 -5.1992
H 2.2090 2.1280 -5.2083
Be 0.1888 -0.5667 -1.1262
I -0.6488 1.4331 0.7424
C 1.0608 -1.9901 -0.5732
C 1.5635 -2.6500 0.6279
C 2.9132 -2.5039 1.0323
C 3.4756 -3.3011 2.0358
C 2.6773 -4.2233 2.7375
C 1.3233 -4.3550 2.3889
C 0.7795 -3.5784 1.3571
H 1.9181 -1.6236 -1.1315
H 0.4386 -2.7029 -1.1181
H 3.5440 -1.8123 0.4643
H 4.5465 -3.2128 2.2693
H 3.1232 -4.8417 3.5295
H 0.7001 -5.0886 2.9255
H -0.2683 -3.7351 1.0637

=====

Entry 8:
Computed, not measured: a structure of composition C19H21BrMgN3O3, with ωB97M-V with the def2-TZVPD basis set.

Values from the calculation:
Gap between HOMO and LUMO: 8.0168 eV
Molar mass: 443.6 g mol⁻¹
Net charge: +1
DFT total energy: -106139.8881 eV

Element x y z (Å)
Mg -0.8034 -1.2778 -0.3417
O -2.3629 -1.0711 -1.5122
C -3.4691 -0.3449 -1.0918
C -4.5980 -0.2757 -1.8959
C -5.7132 0.4275 -1.4749
C -5.7133 1.0462 -0.2372
C -4.5780 0.9962 0.5499
C -3.4400 0.3207 0.1313
C -2.1745 0.3480 0.9651
O -1.6166 -0.8455 1.1772
N -1.2443 1.2303 0.2222
N -0.2874 0.6455 -0.4321
C 0.5938 1.2323 -1.1459
C 1.7179 0.4864 -1.6487
Br 1.2627 -1.2768 -2.2981
C 2.9952 0.8921 -1.6302
C 3.4425 2.1260 -1.0036
C 4.6102 2.7473 -1.4554
C 5.0145 3.9502 -0.9109
C 4.2777 4.5521 0.0964
C 3.1522 3.9180 0.5955
C 2.7520 2.7073 0.0657
H -2.5857 -1.5580 -2.3176
H -4.6076 -0.7780 -2.8546
H -6.5822 0.4821 -2.1102
H -6.5926 1.5612 0.1158
H -4.5645 1.4761 1.5160
H -2.3763 0.8672 1.9198
H -1.4408 2.2197 0.1140
H 0.5890 2.3090 -1.3128
H 3.7600 0.2888 -2.0969
H 5.1962 2.2897 -2.2385
H 5.9124 4.4245 -1.2719
H 4.5959 5.4951 0.5104
H 2.5908 4.3643 1.4028
H 1.9256 2.1807 0.5205
C 0.7565 -2.8598 2.4813
N 0.7894 -4.0127 1.6083
C 1.4518 -5.1769 2.1419
C 0.2450 -3.9990 0.4152
O -0.2731 -3.0177 -0.1320
H 0.2159 -3.1168 3.3933
H 0.2390 -2.0316 1.9949
H 1.7709 -2.5614 2.7522
H 2.4672 -4.9137 2.4388
H 1.5097 -5.9634 1.3948
H 0.9183 -5.5490 3.0155
H 0.2726 -4.9569 -0.1270

=====

Entry 9:
Computed, not measured: the molecule C19H21ClN2O3S, with ωB97M-V with the def2-TZVPD basis set.

Values from the calculation:
Gap between HOMO and LUMO: 8.8916 eV
Structure (SMILES): CCCS(=O)(=O)N1CCc2ccc(NC(=O)c3ccccc3Cl)cc2C1
Molar mass: 392.9 g mol⁻¹
ΔE to the lowest compared entry with this formula, charge and spin: 9.4 kcal/mol
DFT total energy: -52524.9523 eV

Element x y z (Å)
C -4.6232 -3.1998 -1.2726
H -4.3725 -4.2523 -1.3793
H -3.7387 -2.6060 -1.4785
H -5.3859 -2.9543 -2.0090
C -5.1331 -2.9198 0.1359
C -5.4406 -1.4518 0.3602
H -5.8418 -0.9632 -0.5224
H -6.1149 -1.2961 1.1987
S -3.9444 -0.5292 0.8350
O -3.2139 -1.3075 1.7931
O -4.3725 0.7890 1.2163
N -3.0611 -0.4932 -0.5939
C -1.6616 -0.8469 -0.5096
C -0.7258 0.3307 -0.4212
C 0.6092 0.1054 -0.1223
C 1.5179 1.1559 -0.0559
C 1.0758 2.4533 -0.2997
C -0.2539 2.6712 -0.5973
C -1.1699 1.6273 -0.6630
C -2.6173 1.9002 -0.9545
C -3.3265 0.6418 -1.4507
H -4.4059 0.7981 -1.4665
H -2.9887 0.3812 -2.4596
H -2.7127 2.7011 -1.6903
H -3.1080 2.2227 -0.0317
H -0.5947 3.6790 -0.7837
H 1.7716 3.2736 -0.2553
N 2.8444 0.8459 0.2604
C 3.9215 1.6723 0.3188
O 3.8964 2.8720 0.1441
C 5.1986 0.9753 0.6950
C 5.6531 -0.2206 0.1449
C 6.8652 -0.7684 0.5349
C 7.6380 -0.1265 1.4858
C 7.2110 1.0729 2.0316
C 6.0076 1.6186 1.6291
H 5.6648 2.5611 2.0282
H 7.8175 1.5837 2.7633
H 8.5784 -0.5606 1.7892
H 7.1987 -1.6923 0.0886
Cl 4.7546 -1.0493 -1.0914
H 3.0113 -0.1377 0.4259
H 0.9442 -0.9063 0.0634
H -1.5543 -1.4789 0.3740
H -1.4040 -1.4450 -1.3961
H -6.0327 -3.5126 0.3179
H -4.3814 -3.2142 0.8704

=====

Entry 10:
Computed, not measured: a structure of composition C19H21ClN4O4, with ωB97M-V with the def2-TZVPD basis set.

Values from the calculation:
Gap between HOMO and LUMO: 8.4272 eV
Molar mass: 404.9 g mol⁻¹
ΔE to the lowest compared entry with this formula, charge and spin: 521.5 kcal/mol
DFT total energy: -46695.7166 eV

Element x y z (Å)
C -2.0759 -2.9445 0.1865
H -1.5646 -3.8619 -0.3368
H -1.2943 -2.0306 -0.1506
H -2.1294 -3.1019 1.1541
C -3.4888 -2.8545 -0.6285
N -4.2095 -1.6395 0.2118
C -4.1210 -0.3530 0.0548
N -4.7921 0.5185 0.5746
C -5.4430 -0.3500 1.4349
C -4.9824 -1.6947 1.2040
H -5.3608 -2.3951 1.6478
H -6.1609 0.0665 2.1917
C -3.1351 0.1806 -1.2841
N -2.1101 1.3047 -0.5551
C -0.8800 0.7570 -0.6759
O -0.6059 -0.3704 -0.8228
C 0.2188 1.5147 0.0334
N 0.2947 2.8743 -0.3027
O 1.5948 3.4743 0.0777
C 2.0393 2.4299 0.9601
C 1.2294 1.2643 0.6955
H 1.3145 0.4036 1.3845
C 3.4252 2.7107 1.4728
O 4.3740 2.0717 0.7729
C 4.3505 0.8175 0.2196
C 5.0201 -0.1606 1.3914
C 4.8798 -1.7457 1.2747
C 4.2277 -1.9320 0.1648
C 3.5179 -1.3237 -0.6503
C 3.7116 0.0574 -0.5756
O 3.1589 1.0832 -1.5763
C 2.3141 0.4515 -2.7036
H 2.0269 1.3979 -3.0924
H 1.4637 -0.2071 -2.2128
H 2.8917 -0.2209 -3.2533
H 3.1118 -1.5430 -1.5443
Cl 4.0993 -3.8020 -0.1446
H 5.3281 -2.1852 2.2740
H 5.4363 0.3066 2.2535
H 3.5413 3.7923 1.5406
H 3.5528 2.0959 2.5911
C -2.7345 2.5595 0.1483
H -3.6411 2.2749 0.4544
H -1.9222 2.7754 0.6224
H -2.8529 3.2459 -0.9890
H -3.6072 0.9112 -1.8588
H -2.5691 -0.5302 -1.6947
H -3.3113 -2.6370 -1.5124
H -4.1309 -3.4563 -0.4276